Record 1
This record from OMol25 describes 8 unconnected molecules or ions with the total composition C45H101N5O8. The level of theory is ωB97M-V/def2-TZVPD.

Summary:
gap between HOMO and LUMO = 8.3 eV
SMILES = CC1(C)CCCC(C)(C)N1O.CC1(C)CCCC(C)(C)N1O.CC1(C)CCCC(C)(C)N1O.CC1(C)CCCC(C)(C)N1O.CC1(C)CCCC(C)(C)N1O.O.O.O
LUMO level = 0.33 eV
HOMO level = -7.99 eV

```
! RIJCOSX wB97M-V def2-TZVPD def2/J DEFGRID3
* xyz 0 1
C 9.0650 -3.9576 -3.6712
C 10.5093 -4.3516 -3.3911
C 11.3782 -3.0911 -3.3381
C 10.6940 -5.0154 -2.0230
C 10.3497 -6.5054 -1.9673
C 10.9841 -7.2894 -3.0958
C 10.7572 -6.6782 -4.4782
C 11.6511 -7.3727 -5.4916
C 9.2706 -6.9840 -4.8589
N 11.0293 -5.2469 -4.4488
O 10.8623 -4.6070 -5.7151
H 8.8451 -2.9383 -3.3227
H 8.6598 -3.8917 -4.6819
H 8.3462 -4.5764 -3.1215
H 10.9858 -2.5080 -2.4964
H 12.4046 -3.2967 -3.0413
H 11.3146 -2.4489 -4.2144
H 11.6769 -4.8251 -1.5974
H 9.9303 -4.5405 -1.3969
H 10.5893 -6.8893 -0.9742
H 9.2596 -6.5884 -2.0082
H 10.4718 -8.2581 -3.0789
H 12.0399 -7.5334 -2.9454
H 11.6553 -8.4576 -5.4868
H 12.6840 -7.0456 -5.2921
H 11.4665 -6.9782 -6.4944
H 8.9673 -6.3093 -5.6641
H 8.6655 -6.5365 -4.0652
H 9.0883 -8.0428 -4.9881
H 11.5524 -5.0047 -6.2591
C 21.8121 -3.5238 -14.2896
C 21.7164 -4.9786 -14.7807
C 22.7942 -5.2890 -15.8185
C 21.9511 -5.9374 -13.6072
C 20.7672 -6.2791 -12.7235
C 19.5959 -6.6800 -13.6094
C 19.2401 -5.5700 -14.5821
C 18.1260 -6.1281 -15.4642
C 18.6616 -4.3619 -13.8279
N 20.4147 -5.2632 -15.3943
O 20.0743 -4.3160 -16.3846
H 21.8964 -2.8720 -15.1630
H 20.9276 -3.2642 -13.7215
H 22.7261 -3.3251 -13.7284
H 23.7759 -5.3729 -15.3544
H 22.4979 -6.2223 -16.3024
H 22.8487 -4.5684 -16.6379
H 22.3977 -6.9002 -13.8815
H 22.7264 -5.5104 -12.9621
H 20.9231 -7.0648 -11.9729
H 20.5217 -5.4985 -11.9854
H 18.7221 -6.9681 -13.0219
H 19.9867 -7.5735 -14.1103
H 17.2033 -6.3720 -14.9342
H 18.4696 -7.1117 -15.8177
H 17.8456 -5.5713 -16.3579
H 19.2253 -4.0662 -12.9422
H 17.6004 -4.4994 -13.6247
H 18.7413 -3.4571 -14.4408
H 19.8647 -4.8439 -17.1603
C 17.4708 -3.8224 -8.3932
C 16.4784 -4.5297 -9.3211
C 15.8485 -3.4321 -10.1970
C 17.3378 -5.4312 -10.2207
C 16.4445 -6.3943 -10.9889
C 15.5985 -7.2274 -10.0357
C 14.7458 -6.3703 -9.1331
C 13.4578 -5.8600 -9.8243
C 14.2473 -7.2634 -7.9953
N 15.5193 -5.2956 -8.5710
O 14.8639 -4.5044 -7.6025
H 17.1339 -2.9027 -7.9037
H 17.7246 -4.4653 -7.5385
H 18.3638 -3.5317 -8.9442
H 16.5775 -2.7985 -10.6975
H 15.2609 -3.9022 -10.9965
H 15.0899 -2.8999 -9.6212
H 17.9657 -4.8720 -10.9114
H 17.9803 -6.0031 -9.5401
H 15.9423 -5.8436 -11.7944
H 17.0697 -7.0818 -11.5766
H 16.3827 -7.7224 -9.4518
H 15.0836 -7.9663 -10.6468
H 13.1217 -4.9666 -9.2894
H 12.6208 -6.5583 -9.8044
H 13.6080 -5.5391 -10.8601
H 13.6176 -8.1252 -8.2205
H 13.6684 -6.6652 -7.2880
H 15.1006 -7.6662 -7.4352
H 15.3836 -4.6888 -6.8139
C 12.5900 -0.3508 -12.0673
C 12.2306 -0.2518 -13.5648
C 11.1252 0.7981 -13.7190
C 13.4237 0.2944 -14.3585
C 14.5171 -0.7226 -14.6126
C 13.9392 -1.9798 -15.2713
C 12.7144 -2.5641 -14.5832
C 11.9958 -3.3492 -15.7021
C 13.1918 -3.5049 -13.4629
N 11.8162 -1.5244 -14.1295
O 10.5891 -1.9859 -13.6257
H 12.9494 0.6508 -11.8135
H 13.4535 -0.9888 -11.8418
H 11.8001 -0.7240 -11.4168
H 10.7165 0.7923 -14.7289
H 11.5157 1.7693 -13.4203
H 10.2732 0.5655 -13.0742
H 13.0821 0.7224 -15.3047
H 13.8306 1.1289 -13.7797
H 14.9960 -0.9765 -13.6554
H 15.3531 -0.3319 -15.1961
H 14.7622 -2.7029 -15.3207
H 13.8392 -1.7163 -16.3304
H 12.6917 -4.0648 -16.1375
H 11.1096 -3.8715 -15.3319
H 11.6037 -2.6304 -16.4193
H 12.4779 -3.7082 -12.6628
H 13.3889 -4.4801 -13.9227
H 14.1471 -3.1888 -13.0406
H 10.8476 -2.3166 -12.7549
C 20.9518 -11.8017 -11.6392
C 19.8846 -12.1405 -12.6857
C 20.4841 -11.8365 -14.0680
C 19.4983 -13.6354 -12.6855
C 18.5673 -14.0142 -11.5601
C 17.3632 -13.0934 -11.4198
C 17.6640 -11.5915 -11.4582
C 16.4028 -10.8344 -11.8348
C 18.1967 -11.0919 -10.1157
N 18.6533 -11.3739 -12.5418
O 18.9085 -9.9866 -12.7267
H 20.6214 -12.2076 -10.6716
H 21.9596 -12.1462 -11.8495
H 20.9378 -10.7495 -11.3385
H 21.3187 -11.1260 -13.9866
H 21.0667 -12.6914 -14.4270
H 19.7905 -11.4136 -14.7886
H 19.0128 -13.7415 -13.6605
H 20.4441 -14.1757 -12.6173
H 18.2673 -15.0619 -11.5890
H 19.1761 -13.9140 -10.6489
H 16.9681 -13.3536 -10.4298
H 16.5627 -13.3308 -12.1232
H 15.8151 -11.3647 -12.5885
H 16.6812 -9.8115 -12.0711
H 15.6583 -10.8666 -11.0307
H 17.3759 -10.9351 -9.4072
H 18.6866 -10.1239 -10.2373
H 18.8725 -11.7760 -9.6036
H 18.4726 -9.8077 -13.5662
O 16.5187 -2.0325 -5.4523
H 16.4591 -2.9505 -5.7378
H 17.1500 -2.0397 -4.7253
O 13.9562 -4.1347 -4.8914
H 13.9722 -3.2040 -4.6485
H 13.0383 -4.4040 -4.7363
O 16.0936 0.1742 -7.0002
H 15.1359 0.1048 -6.9781
H 16.4050 -0.5991 -6.4942
*
```

---

Record 2
This record from OMol25 describes 15 unconnected molecules or ions with the total composition C45H105N15O15. The level of theory is ωB97M-V/def2-TZVPD.

Summary:
gap between HOMO and LUMO = 8.5 eV
LUMO level = -0.02 eV
HOMO level = -8.53 eV

```
! RIJCOSX wB97M-V def2-TZVPD def2/J DEFGRID3
* xyz 0 1
C -6.0694 13.2096 15.2709
C -5.6432 13.9373 16.5079
O -6.2046 15.0098 16.7772
N -4.6710 13.3419 17.3009
C -4.3106 13.8154 18.5905
H -5.9634 12.1082 15.2370
H -5.5246 13.5412 14.3919
H -7.1422 13.3162 15.1142
H -4.3918 12.4135 17.0551
H -3.8773 14.7972 18.6703
H -3.7723 13.0294 19.1246
H -5.2347 13.8249 19.2157
C -12.0988 11.5272 5.8297
C -12.4906 12.5826 6.8084
O -13.1141 13.5970 6.4631
N -12.2195 12.2892 8.0913
C -12.6256 13.1360 9.1575
H -12.4496 11.7084 4.8130
H -12.4789 10.5303 6.0816
H -11.0077 11.4467 5.7122
H -11.8466 11.3767 8.3222
H -13.2913 13.8882 8.7505
H -11.7189 13.5779 9.5602
H -13.1437 12.5458 9.8994
C -3.9428 12.7229 11.6632
C -5.2956 13.2366 11.3789
O -6.1836 13.0168 12.1966
N -5.4721 13.9628 10.2693
C -4.4800 14.3358 9.3106
H -3.8830 12.2447 12.6245
H -3.1258 13.4536 11.6330
H -3.7257 12.0063 10.8556
H -6.3999 14.3415 10.1462
H -4.5119 13.6411 8.4562
H -3.4784 14.1200 9.6898
H -4.5746 15.3750 9.0547
C -12.7951 12.5487 14.9210
C -12.4208 11.8631 16.2364
O -11.2890 11.9326 16.7300
N -13.4060 11.1481 16.8145
C -13.2095 10.4496 18.0654
H -11.9361 13.0780 14.5331
H -13.5993 13.2709 15.0653
H -13.0978 11.7528 14.2297
H -14.3551 11.3905 16.5902
H -12.1324 10.4043 18.2665
H -13.4200 9.3641 17.9501
H -13.7764 10.7875 18.9245
C -9.4956 14.9096 16.7837
C -10.5942 15.9077 17.0249
O -10.6456 16.6252 17.9995
N -11.6372 15.8205 16.1280
C -12.7405 16.7277 16.2170
H -9.8754 13.8877 16.8758
H -8.7920 15.0755 17.5952
H -8.9887 15.0571 15.8318
H -11.4271 15.4315 15.2167
H -13.2905 16.5382 17.1546
H -13.4867 16.5998 15.4346
H -12.4611 17.7846 16.2845
C -11.8531 9.7739 11.3756
C -11.6850 9.0174 10.0626
O -11.3064 9.5532 9.0892
N -11.8317 7.6753 10.1036
C -11.4705 6.8856 8.9206
H -12.1867 9.0965 12.1678
H -12.6770 10.4851 11.1847
H -11.0201 10.3639 11.7228
H -12.4609 7.2845 10.7717
H -10.3805 6.8119 8.8658
H -11.8728 7.3039 8.0026
H -11.8105 5.8519 8.9919
C -10.1896 13.6658 12.1761
C -9.5108 14.7134 13.0531
O -10.1862 15.3465 13.9183
N -8.1910 14.9391 12.8389
C -7.4083 15.8973 13.5417
H -10.7141 12.9605 12.8135
H -9.4314 13.0386 11.6618
H -10.8420 14.1036 11.4424
H -7.6743 14.2467 12.2754
H -7.9880 16.7652 13.8516
H -6.5523 16.2109 12.9443
H -7.0010 15.4624 14.4585
C -14.3333 19.0774 12.2054
C -12.9982 18.8367 11.5145
O -12.0799 19.5859 11.6596
N -12.9475 17.7337 10.7097
C -11.7267 17.2782 10.0243
H -14.2345 19.7412 13.0464
H -14.7695 18.1327 12.5561
H -15.0386 19.4177 11.4379
H -13.7515 17.1503 10.6456
H -11.8096 16.1848 9.8903
H -10.8245 17.4068 10.6038
H -11.6544 17.6346 8.9913
C -14.2846 14.9881 12.6391
C -14.3520 13.4672 12.4156
O -13.3533 12.8194 12.2844
N -15.6155 12.9047 12.4202
C -15.8465 11.5315 12.0684
H -13.2562 15.3083 12.5300
H -14.6269 15.1869 13.6638
H -15.0016 15.5106 12.0031
H -16.3877 13.5373 12.4419
H -14.8941 11.0682 11.8296
H -16.5031 11.3937 11.2020
H -16.3125 10.9613 12.8815
C -4.1310 18.0622 11.7802
C -2.6620 17.6386 11.7215
O -2.3407 16.4519 11.6703
N -1.7278 18.6279 11.6707
C -1.9657 20.0546 11.3814
H -4.6487 17.1300 11.5649
H -4.3998 18.7997 11.0304
H -4.4110 18.3695 12.7844
H -0.7848 18.2663 11.6556
H -1.0915 20.6024 11.7417
H -2.8023 20.4262 11.9567
H -2.0118 20.2165 10.3064
C -8.7070 20.5187 12.7603
C -8.6604 20.8979 11.2910
O -8.0275 21.8483 10.8891
N -9.2640 19.9956 10.4267
C -9.3336 20.1671 8.9489
H -8.0919 21.1941 13.3435
H -8.4443 19.4768 12.9197
H -9.7187 20.6161 13.1781
H -9.8898 19.3291 10.8369
H -8.5933 19.5230 8.4835
H -9.1594 21.2059 8.7043
H -10.3601 19.9507 8.6578
C -1.4124 19.7020 16.3492
C -2.5767 18.7189 16.4509
O -2.6605 18.0099 17.4145
N -3.2917 18.4794 15.3113
C -4.6052 17.8892 15.4025
H -1.3281 20.2448 15.4000
H -0.4554 19.2545 16.5884
H -1.5729 20.4667 17.1249
H -3.1347 19.0663 14.5173
H -4.9093 17.5110 16.3604
H -4.6066 17.0606 14.6736
H -5.4066 18.5163 14.9925
C -8.8648 11.1209 14.2889
C -9.4324 9.7195 14.2821
O -9.1291 8.9032 13.5061
N -10.2928 9.4906 15.2907
C -10.8723 8.1856 15.5122
H -9.4170 11.8152 13.6334
H -7.8495 11.1304 13.8889
H -8.9055 11.6227 15.2547
H -10.6277 10.3041 15.7972
H -11.1696 7.7284 14.5714
H -11.8213 8.2841 16.0633
H -10.2368 7.5539 16.1289
C -8.4038 10.4271 10.0830
C -6.9562 10.1522 10.3045
O -6.1909 10.1402 9.4186
N -6.5939 9.9188 11.5867
C -5.2469 9.5887 12.0065
H -8.5097 11.4951 9.8713
H -8.9917 10.1801 10.9696
H -8.7789 9.8887 9.2209
H -7.3057 9.7375 12.2853
H -4.5746 9.5023 11.1667
H -5.2839 8.6030 12.4910
H -4.9046 10.2930 12.7574
C -8.5896 19.6807 17.5370
C -9.0178 19.2155 16.1822
O -8.2122 18.8022 15.3790
N -10.3549 19.1215 15.9962
C -10.9476 18.4537 14.8183
H -9.3408 20.3511 17.9844
H -7.6388 20.1955 17.4894
H -8.4926 18.8301 18.2134
H -10.9359 19.4079 16.7538
H -10.4401 18.7211 13.8999
H -11.9873 18.7585 14.6615
H -10.9290 17.3669 14.9443
*
```